A structure of composition C27H29Cl4N5 in a non-equilibrium geometry. Source: the Open Molecules 2025 dataset; level of theory: ωB97M-V with the def2-TZVPD basis set.

Geometry as XYZ:
```
65
Properties=species:S:1:pos:R:3
N 4.506 -17.606 5.042
C 5.028 -16.946 3.988
C 5.915 -17.577 3.040
C 6.061 -18.982 3.157
C 5.415 -19.681 4.169
C 4.713 -18.946 5.116
H 4.903 -15.875 4.036
H 6.473 -17.031 2.294
H 6.660 -19.559 2.468
H 5.550 -20.746 4.286
H 4.198 -19.495 5.891
N 5.938 -14.964 3.466
C 5.347 -14.815 2.294
C 4.824 -13.604 1.888
C 4.862 -12.492 2.691
C 5.221 -12.720 4.031
C 5.911 -13.944 4.335
H 5.303 -15.646 1.606
H 4.465 -13.547 0.871
H 4.476 -11.528 2.394
H 5.147 -11.949 4.784
H 6.254 -14.134 5.341
N 7.401 -16.012 2.137
C 7.448 -14.818 1.487
C 8.055 -14.663 0.217
C 8.864 -15.700 -0.291
C 8.832 -16.912 0.380
C 8.080 -17.040 1.557
H 7.120 -13.966 2.065
H 8.027 -13.667 -0.199
H 9.448 -15.570 -1.190
H 9.306 -17.771 -0.072
H 8.044 -17.994 2.063
N 10.849 -21.084 1.515
C 11.927 -20.334 1.909
C 12.155 -19.074 1.377
C 11.214 -18.516 0.527
C 10.083 -19.271 0.118
C 9.990 -20.571 0.594
H 12.594 -20.776 2.634
H 13.028 -18.515 1.678
H 11.339 -17.499 0.184
H 9.406 -18.803 -0.581
H 9.129 -21.204 0.440
N 8.963 -11.921 0.942
C 7.764 -12.006 1.561
C 7.612 -12.638 2.768
C 8.621 -13.377 3.274
C 9.856 -13.301 2.681
C 9.980 -12.595 1.512
H 6.938 -11.390 1.235
H 6.622 -12.776 3.179
H 8.455 -14.047 4.105
H 10.636 -13.948 3.054
H 10.947 -12.638 1.033
C 10.782 -13.853 -1.525
Cl 11.269 -14.505 0.101
Cl 9.057 -13.673 -1.759
H 11.263 -12.896 -1.728
H 11.145 -14.581 -2.251
C 11.210 -17.669 -2.147
Cl 9.599 -17.297 -1.556
Cl 12.357 -16.385 -1.788
H 11.492 -18.613 -1.682
H 11.145 -17.752 -3.232
```

Computed properties:
Highest occupied orbital energy (eV): -8.014
LUMO level (eV): 0.023
Orbital gap (Ha): 0.295
Energy (Ha): -3160.0238
Total charge: 0
ΔE to the lowest compared entry with this formula, charge and spin (kJ/mol): 1933.2